{
  "formula": "C11H15N",
  "method": "the ωB97M-V functional and the def2-TZVPD basis",
  "elements": ["C", "C", "C", "C", "C", "C", "C", "C", "C", "N", "H", "H", "H", "H", "H", "H", "H", "H", "H", "C", "C", "H", "H", "H", "H", "H", "H"],
  "xyz": [[-2.563, -0.007, 1.742], [1.024, 0.585, 0.990], [-0.042, -0.317, 1.193], [-1.218, 0.484, 1.339], [-0.832, 1.790, 1.251], [2.369, 0.160, 0.931], [2.596, -1.157, 1.240], [0.222, -1.674, 1.428], [1.539, -2.080, 1.357], [0.515, 1.881, 0.991], [0.934, 2.653, 0.495], [3.136, 0.847, 0.599], [-1.536, 2.601, 1.276], [3.604, -1.547, 1.329], [-0.490, -2.412, 1.770], [-3.378, 0.671, 1.475], [-2.695, -0.130, 2.826], [1.728, -3.107, 1.645], [-2.872, -0.965, 1.316], [0.028, -0.527, -2.968], [-0.509, 0.885, -3.338], [0.693, -0.859, -3.761], [0.615, -0.363, -2.064], [-0.842, -1.140, -2.772], [-1.310, 0.857, -4.082], [0.261, 1.527, -3.745], [-0.978, 1.345, -2.464]],
  "nbo_charge": [-0.635, 0.145, -0.102, -0.084, -0.034, -0.236, -0.216, -0.193, -0.231, -0.535, 0.411, 0.215, 0.210, 0.212, 0.216, 0.216, 0.215, 0.208, 0.218, -0.607, -0.603, 0.202, 0.209, 0.207, 0.196, 0.197, 0.199],
  "smiles": "Cc1c[nH]c2ccccc12.CC",
  "lumo_ev": 0.88,
  "e_homo_ev": -7.85,
  "mol_weight_g_mol": 161.25,
  "total_energy_ha": -482.89385
}

{
  "formula": "C30H49N3O3P2V",
  "method": "the ωB97M-V functional and the def2-TZVPD basis",
  "elements": ["V", "C", "N", "C", "C", "C", "N", "C", "C", "C", "C", "C", "C", "C", "O", "C", "C", "C", "N", "C", "C", "C", "C", "C", "C", "C", "O", "H", "H", "H", "H", "H", "H", "H", "H", "H", "H", "H", "H", "H", "H", "H", "H", "H", "H", "H", "H", "H", "H", "H", "H", "H", "C", "C", "P", "C", "C", "C", "C", "H", "H", "H", "H", "H", "H", "H", "H", "H", "H", "H", "H", "H", "H", "H", "C", "P", "C", "C", "O", "H", "H", "H", "H", "H", "H", "H", "H", "H"],
  "xyz": [[-0.565, 0.287, 0.501], [1.119, -0.288, 2.697], [-0.275, 0.188, 2.686], [-0.366, 1.473, 3.408], [-0.292, 2.734, 2.540], [0.838, 2.866, 1.513], [0.548, 2.096, 0.318], [0.474, 2.710, -0.803], [0.174, 2.149, -2.109], [0.295, 3.049, -3.180], [0.158, 2.656, -4.493], [-0.099, 1.308, -4.754], [-0.238, 0.398, -3.735], [-0.145, 0.780, -2.374], [-0.334, -0.108, -1.461], [-1.172, -0.815, 3.294], [-1.095, -2.228, 2.715], [-1.682, -2.482, 1.306], [-1.973, -1.263, 0.587], [-2.989, -1.222, -0.194], [-3.495, -0.066, -0.898], [-4.537, -0.285, -1.813], [-5.173, 0.751, -2.454], [-4.785, 2.059, -2.147], [-3.787, 2.317, -1.241], [-3.081, 1.268, -0.600], [-2.154, 1.545, 0.251], [1.392, -0.698, 3.682], [1.784, 0.537, 2.460], [1.282, -1.069, 1.953], [0.411, 1.489, 4.186], [-1.330, 1.495, 3.924], [-0.217, 3.577, 3.235], [-1.231, 2.838, 1.993], [1.798, 2.532, 1.928], [0.957, 3.928, 1.248], [0.711, 3.783, -0.820], [0.520, 4.085, -2.951], [0.252, 3.369, -5.299], [-0.199, 0.973, -5.779], [-0.457, -0.641, -3.939], [-2.191, -0.427, 3.202], [-0.930, -0.881, 4.368], [-1.637, -2.862, 3.422], [-0.059, -2.566, 2.732], [-2.593, -3.094, 1.379], [-0.935, -3.041, 0.733], [-3.582, -2.137, -0.320], [-4.840, -1.308, -2.008], [-5.963, 0.563, -3.168], [-5.287, 2.889, -2.630], [-3.488, 3.329, -1.005], [4.793, -1.057, 1.381], [4.843, 0.074, 0.359], [3.213, 0.253, -0.499], [3.165, -1.216, -1.617], [4.451, -1.786, -2.203], [3.567, 1.661, -1.645], [4.927, 1.777, -2.320], [5.726, -1.141, 1.938], [4.605, -2.016, 0.896], [3.983, -0.907, 2.095], [5.665, -0.089, -0.343], [5.040, 1.027, 0.859], [2.456, -0.946, -2.407], [2.652, -1.969, -1.022], [4.953, -1.089, -2.873], [4.246, -2.691, -2.782], [5.165, -2.059, -1.423], [3.378, 2.566, -1.058], [2.774, 1.642, -2.393], [5.743, 1.804, -1.597], [4.983, 2.696, -2.906], [5.117, 0.950, -3.004], [3.378, -4.801, 0.004], [1.663, -4.253, 0.161], [0.969, -4.323, -1.506], [0.818, -5.548, 1.100], [1.539, -2.903, 0.777], [3.446, -5.824, -0.363], [3.864, -4.734, 0.977], [3.902, -4.140, -0.686], [1.097, -5.307, -1.955], [1.459, -3.574, -2.126], [-0.093, -4.080, -1.464], [0.981, -6.532, 0.665], [-0.251, -5.340, 1.119], [1.186, -5.544, 2.126]],
  "mulliken_charge": [0.760, -1.210, 1.081, -1.025, -0.674, -1.239, 1.197, -0.960, 0.659, -0.824, -0.864, -0.377, -0.569, 0.429, -0.256, -1.660, -0.470, -0.195, 0.446, -0.321, 0.554, -0.563, -0.874, -0.428, -0.644, 0.493, -0.464, 0.320, 0.546, -0.014, 0.373, 0.470, 0.560, 0.113, 0.170, 0.651, 0.127, 0.364, 0.417, 0.414, 0.434, 0.504, 0.521, 0.581, 0.127, 0.526, -0.720, 0.212, 0.345, 0.396, 0.394, 0.432, -0.748, -1.003, 1.072, 1.047, -1.703, -0.323, -1.442, 0.449, 0.010, 0.095, 0.458, 0.476, 0.430, -1.456, 0.264, 0.409, 0.329, 0.337, -0.002, 0.280, 0.461, 0.213, -1.152, 1.192, -1.143, -1.369, -0.575, 0.450, 0.313, 0.198, 0.435, 0.281, 0.348, 0.433, 0.328, 0.342],
  "spin_multiplicity": 4,
  "lumo_ev": [0.43, 0.43],
  "e_homo_ev": [-5.78, -6.98],
  "mol_weight_g_mol": 612.63,
  "total_energy_ha": -3189.35684
}

{
  "formula": "C4H5N3O",
  "method": "the ωB97M-V functional and the def2-TZVPD basis",
  "elements": ["C", "C", "C", "C", "H", "H", "H", "H", "H", "N", "N", "N", "O"],
  "xyz": [[-1.303, -0.729, -0.403], [0.122, -0.406, -0.216], [2.167, -0.251, 0.181], [1.432, 1.208, -0.151], [-1.457, 0.016, 1.519], [-2.135, 1.068, 0.469], [-1.669, -1.804, -0.245], [-1.708, -0.559, -1.378], [1.912, 2.120, -0.409], [-1.978, 0.111, 0.606], [1.044, -1.213, -0.001], [0.277, 0.913, -0.223], [3.296, -0.473, 0.251]],
  "nbo_charge": [-0.280, 0.405, 0.610, 0.091, 0.353, 0.377, 0.225, 0.228, 0.205, -0.805, -0.473, -0.476, -0.458],
  "smiles": "NCC1=NC(=O)C=N1",
  "lumo_ev": -0.84,
  "e_homo_ev": -9.60,
  "mol_weight_g_mol": 111.10,
  "total_energy_ha": -394.84007
}

{
  "formula": "C21H37BrNO4S2",
  "method": "the ωB97M-V functional and the def2-TZVPD basis",
  "elements": ["O", "S", "O", "C", "C", "N", "C", "S", "C", "C", "C", "C", "Br", "C", "C", "C", "C", "C", "C", "C", "C", "H", "H", "H", "H", "H", "H", "H", "H", "H", "H", "H", "H", "H", "H", "H", "H", "H", "H", "H", "H", "H", "C", "C", "C", "O", "H", "H", "H", "H", "H", "H", "H", "H", "C", "C", "C", "O", "H", "H", "H", "H", "H", "H", "H", "H"],
  "xyz": [[3.129, 2.240, 2.394], [2.464, 2.554, 1.076], [2.002, 4.002, 1.132], [1.027, 1.387, 0.715], [0.446, 1.820, -0.713], [1.336, 1.664, -1.932], [0.649, 2.031, -3.036], [-1.099, 2.538, -2.642], [-1.125, 1.531, -1.036], [-2.165, 2.059, 0.047], [-2.056, 3.619, 0.413], [-3.419, 4.452, 0.120], [-5.031, 3.658, 0.950], [-1.092, -0.013, -1.495], [-2.299, -0.946, -1.016], [-1.644, -2.227, -0.253], [-1.372, -3.555, -1.001], [-0.694, -4.711, -0.194], [-0.338, -4.437, 1.285], [-0.625, -3.121, 2.040], [-1.295, -1.971, 1.255], [3.454, 2.494, 0.087], [0.312, 1.524, 1.590], [1.518, 0.340, 0.692], [0.452, 2.979, -0.618], [2.316, 1.340, -1.914], [1.079, 1.992, -4.089], [-3.218, 1.874, -0.395], [-2.095, 1.408, 0.993], [-1.224, 4.188, -0.125], [-1.806, 3.671, 1.541], [-3.222, 5.505, 0.550], [-3.471, 4.574, -1.015], [-0.997, -0.146, -2.640], [-0.114, -0.466, -1.074], [-3.082, -0.465, -0.347], [-2.856, -1.391, -1.925], [-1.647, -3.645, -2.108], [-0.466, -5.670, -0.758], [0.188, -5.270, 1.863], [-0.361, -2.919, 3.131], [-1.523, -0.943, 1.716], [-0.519, -1.299, -5.795], [-0.792, -2.724, -5.355], [-0.541, -3.714, -6.481], [-2.147, -2.830, -4.922], [-1.177, -1.008, -6.619], [-0.716, -0.601, -4.974], [0.518, -1.172, -6.117], [-0.155, -2.971, -4.500], [-1.200, -3.514, -7.332], [-0.754, -4.734, -6.150], [0.496, -3.668, -6.825], [-2.718, -2.615, -5.672], [3.555, 1.390, 5.433], [2.742, 0.606, 6.452], [3.540, 0.351, 7.720], [2.345, -0.642, 5.882], [4.452, 0.835, 5.139], [2.973, 1.555, 4.525], [3.860, 2.360, 5.834], [1.830, 1.157, 6.696], [4.437, -0.240, 7.506], [2.948, -0.223, 8.438], [3.846, 1.289, 8.190], [3.145, -1.136, 5.663]],
  "nbo_charge": [-0.876, 1.825, -0.900, -0.626, -0.133, -0.514, 0.094, 0.362, -0.037, -0.468, -0.445, -0.456, 0.029, -0.454, -0.461, -0.016, -0.247, -0.198, -0.226, -0.205, -0.264, 0.038, 0.310, 0.274, 0.266, 0.458, 0.285, 0.265, 0.255, 0.226, 0.239, 0.248, 0.219, 0.240, 0.226, 0.233, 0.248, 0.247, 0.242, 0.236, 0.247, 0.212, -0.626, 0.092, -0.632, -0.726, 0.212, 0.186, 0.211, 0.173, 0.205, 0.228, 0.215, 0.467, -0.633, 0.094, -0.630, -0.727, 0.195, 0.226, 0.213, 0.173, 0.198, 0.219, 0.214, 0.458],
  "total_charge": 1,
  "lumo_ev": -5.15,
  "e_homo_ev": -11.05,
  "mol_weight_g_mol": 511.57,
  "total_energy_ha": -4547.91934
}

{
  "formula": "C38H30O14",
  "method": "the ωB97M-V functional and the def2-TZVPD basis",
  "elements": ["C", "C", "O", "O", "H", "H", "H", "H", "H", "H", "C", "C", "C", "O", "C", "C", "C", "O", "H", "H", "H", "H", "C", "C", "C", "O", "C", "C", "C", "O", "H", "H", "H", "H", "C", "C", "C", "O", "C", "C", "C", "O", "H", "H", "H", "H", "C", "C", "C", "O", "C", "C", "C", "O", "H", "H", "H", "H", "C", "C", "C", "O", "C", "C", "C", "O", "H", "H", "H", "H", "C", "C", "C", "O", "C", "C", "C", "O", "H", "H", "H", "H"],
  "xyz": [[1.259, -2.027, -3.855], [0.986, -3.363, -3.263], [2.021, -3.977, -2.567], [1.415, -0.992, -2.836], [0.442, -1.815, -4.587], [2.299, -2.044, -4.268], [0.694, -3.919, -4.134], [0.116, -3.253, -2.588], [2.369, -3.349, -1.964], [1.892, -0.247, -3.269], [-3.221, 0.729, -6.325], [-2.094, 0.941, -5.631], [-2.035, 2.055, -4.682], [-1.086, 2.171, -3.894], [-3.077, 3.099, -4.822], [-4.151, 2.968, -5.559], [-4.333, 1.695, -6.334], [-5.348, 1.493, -6.924], [-3.237, 0.001, -7.110], [-1.130, 0.428, -5.705], [-2.897, 3.936, -4.153], [-4.887, 3.733, -5.587], [-1.807, -3.930, 3.003], [-2.993, -3.452, 3.312], [-4.282, -4.155, 2.993], [-5.423, -3.777, 3.166], [-4.101, -5.474, 2.330], [-2.899, -6.006, 2.105], [-1.705, -5.365, 2.641], [-0.658, -5.990, 2.860], [-0.864, -3.384, 3.152], [-3.051, -2.395, 3.671], [-4.947, -6.017, 1.957], [-2.731, -7.079, 1.647], [3.289, 1.882, 5.096], [2.658, 0.902, 5.813], [1.372, 0.335, 5.329], [0.778, -0.509, 5.994], [0.888, 0.905, 4.070], [1.543, 1.812, 3.363], [2.726, 2.431, 3.805], [3.169, 3.455, 3.283], [4.138, 2.515, 5.450], [2.832, 0.650, 6.820], [-0.083, 0.472, 3.849], [1.192, 2.219, 2.381], [-3.307, -0.956, -0.271], [-3.103, -0.983, 0.994], [-1.885, -0.313, 1.500], [-1.407, -0.655, 2.552], [-1.084, 0.508, 0.600], [-1.211, 0.456, -0.725], [-2.430, -0.228, -1.248], [-2.783, -0.150, -2.413], [-4.128, -1.458, -0.742], [-3.748, -1.479, 1.660], [-0.120, 0.949, 0.944], [-0.492, 0.933, -1.372], [4.068, -1.066, 2.748], [3.442, -2.179, 3.143], [2.019, -2.395, 2.752], [1.265, -3.032, 3.426], [1.575, -1.719, 1.485], [2.293, -0.717, 1.044], [3.527, -0.227, 1.636], [4.046, 0.774, 1.180], [5.071, -0.764, 3.029], [3.896, -2.902, 3.770], [0.615, -2.005, 0.993], [2.034, -0.160, 0.143], [2.767, 4.751, 0.025], [3.257, 5.897, -0.508], [2.627, 6.444, -1.725], [2.702, 7.592, -2.025], [1.781, 5.467, -2.483], [1.219, 4.398, -1.947], [1.711, 3.859, -0.655], [1.436, 2.765, -0.259], [3.242, 4.188, 0.817], [4.044, 6.453, -0.118], [1.452, 5.856, -3.458], [0.573, 3.792, -2.525]],
  "mulliken_charge": [-0.253, -0.500, -0.538, -0.353, 0.139, 0.383, 0.382, 0.229, 0.299, 0.243, -0.401, -0.111, 0.442, -0.486, -0.483, -0.325, 0.284, -0.525, 0.427, 0.338, 0.384, 0.446, 0.103, -0.475, 0.424, -0.572, -0.335, -0.397, 0.181, -0.552, 0.486, 0.523, 0.439, 0.286, -0.434, -0.614, 0.415, -0.584, -0.211, 0.502, 0.331, -0.581, 0.385, 0.524, 0.119, 0.197, -0.620, -0.977, 0.564, -0.445, -0.089, 0.031, -0.226, -0.462, 0.510, 0.718, 0.144, 0.670, -0.482, -0.849, 0.450, -0.559, 0.238, -0.498, 0.135, -0.585, 0.461, 0.516, 0.608, 0.512, -0.369, -0.489, 0.277, -0.504, -0.438, -0.706, 0.522, -0.150, 0.368, 0.505, 0.359, 0.675],
  "smiles": "O=C1C=CC(=O)C=C1.O=C1C=CC(=O)C=C1.O=C1C=CC(=O)C=C1.O=C1C=CC(=O)C=C1.O=C1C=CC(=O)C=C1.O=C1C=CC(=O)C=C1.OCCO",
  "lumo_ev": -1.79,
  "e_homo_ev": -9.96,
  "mol_weight_g_mol": 710.64,
  "total_energy_ha": -2519.08348
}